(1)
Formula: C26H46FN5O5PS2
Source: OMol25
Level of theory: ωB97M-V/def2-TZVPD

Each line ends with the Mulliken charge.
Atoms and positions in Å:
C (-5.0819, -4.1336, -3.3017)  -0.975
C (-4.2462, -2.7920, -2.9439)  0.714
F (-5.2307, -1.9273, -2.2888)  -0.379
C (-3.7124, -2.0243, -4.2779)  -1.323
N (-2.2545, -1.6250, -4.1618)  0.204
C (-1.3157, -2.7027, -3.8410)  -0.435
C (-1.6668, -4.0925, -4.7967)  0.106
C (-0.8746, -4.1048, -6.2841)  -0.714
O (-0.5040, -5.0275, -5.0111)  -0.452
C (-1.9889, -0.3172, -4.2805)  0.760
N (-2.8989, 0.8004, -4.5606)  -0.582
C (-2.2737, 2.0850, -4.5715)  0.023
N (-0.8894, 1.6758, -4.2841)  -0.242
P (0.1754, 3.0812, -4.1892)  0.038
S (-0.1667, 3.9940, -2.4786)  -0.278
N (-0.6955, 0.3261, -4.1449)  0.453
C (0.6793, -0.1630, -3.8970)  -1.207
C (0.9389, -0.7386, -2.3974)  -0.345
C (0.2767, 0.1493, -1.2364)  -0.322
C (1.3933, 1.2600, -0.8099)  -0.180
C (2.5208, 0.5873, 0.1558)  -0.611
C (1.9540, 0.3583, 1.6637)  -0.750
C (1.7819, 1.7878, 2.3688)  -0.600
C (3.2224, 2.4905, 2.6794)  -0.626
C (3.3839, 2.4747, 4.2872)  -0.727
C (2.5679, 3.7067, 4.9306)  -0.439
C (3.2192, 4.0195, 6.3693)  -0.497
C (3.9033, 5.5032, 6.3624)  -0.925
N (3.0331, 6.4821, 7.0980)  0.250
C (2.8706, 6.5375, 8.5303)  -0.263
C (1.8620, 7.7108, 8.7439)  -0.502
C (1.5300, 8.2813, 7.3255)  -0.467
C (2.3332, 7.4375, 6.2716)  -0.212
H (-5.7130, -4.0314, -4.2439)  0.271
H (-5.8272, -4.2597, -2.4282)  0.342
H (-4.4059, -5.0549, -3.2752)  0.220
H (-3.4385, -2.9573, -2.1621)  0.138
H (-3.9141, -2.6402, -5.2350)  0.450
H (-4.4211, -1.1348, -4.3694)  0.473
H (-0.2361, -2.5996, -4.1487)  0.251
H (-1.3933, -3.1658, -2.8031)  0.207
H (-2.7771, -4.5370, -4.7605)  0.197
H (-0.8691, -5.0508, -6.9175)  0.409
H (0.1899, -3.6645, -6.2021)  0.268
H (-2.6803, 3.1281, -4.7553)  0.370
H (-0.2577, 3.9964, -5.2094)  0.150
H (1.5741, 2.7841, -4.2364)  0.172
H (1.5176, 0.6084, -4.0555)  0.490
H (0.9005, -0.9568, -4.7111)  0.305
H (2.0840, -0.6569, -2.2483)  0.513
H (0.6980, -1.8460, -2.2864)  0.280
H (0.1858, -0.5385, -0.3137)  0.196
H (-0.7352, 0.6066, -1.4920)  0.299
H (1.9625, 1.5194, -1.7838)  0.183
H (0.9131, 2.1805, -0.3398)  -0.017
H (3.5013, 1.1668, 0.1264)  0.331
H (2.7729, -0.4777, -0.2271)  0.324
H (1.0265, -0.3039, 1.6794)  0.329
H (2.7895, -0.2091, 2.2222)  0.330
H (1.1969, 1.5976, 3.3488)  0.397
H (1.1841, 2.5508, 1.7680)  0.223
H (4.0978, 1.9396, 2.2009)  0.356
H (3.1575, 3.5913, 2.3567)  0.264
H (2.9847, 1.5030, 4.7362)  0.260
H (4.4801, 2.5907, 4.5984)  0.447
H (2.6081, 4.6013, 4.2098)  0.214
H (1.4582, 3.4743, 5.1080)  0.219
H (4.0272, 3.2466, 6.6518)  0.403
H (2.3927, 4.0167, 7.1683)  0.365
H (4.0253, 5.8958, 5.2944)  0.367
H (4.9301, 5.4715, 6.8892)  0.279
H (3.3903, 5.8616, 9.2784)  0.334
H (1.4554, 8.0646, 9.7548)  0.309
H (0.8588, 9.1551, 7.0522)  0.318
H (2.3762, 7.5422, 5.1445)  0.271
C (-1.9965, -7.7118, -1.0929)  -0.308
C (-2.9064, -8.7746, -0.4957)  -0.408
O (-3.5229, -8.1454, 0.6283)  -0.297
S (-3.7102, -6.5650, 0.3156)  1.097
O (-5.0507, -6.3532, -0.1441)  -0.528
O (-3.1289, -5.8186, 1.3889)  -0.541
O (-2.7178, -6.4842, -0.9682)  -0.250
H (-1.0680, -7.6210, -0.5224)  0.282
H (-1.7609, -7.9108, -2.1390)  0.333
H (-2.3588, -9.6646, -0.1861)  0.323
H (-3.6951, -9.0594, -1.1983)  0.293

Summary:
Frontier orbital gap in eV: 5.072
Charge: +1



(2)
Formula: C38H41MnN8O2S
Source: OMol25
Level of theory: ωB97M-V/def2-TZVPD

Each line ends with the Löwdin spin population.
Atoms and positions in Å:
Mn (-0.1759, 0.2577, -0.4438)  1.679
O (3.3569, -1.4165, -1.4440)  -0.001
C (2.2496, -1.2662, -1.0262)  0.000
N (1.2867, -0.3420, -1.5397)  -0.019
C (1.2232, -0.1073, -2.8328)  -0.001
C (2.1126, -0.5070, -3.8713)  -0.003
C (1.8844, -0.0322, -5.1193)  0.008
C (0.7830, 0.8600, -5.4369)  -0.007
C (-0.1044, 1.2509, -4.5001)  0.006
C (0.0656, 0.7390, -3.1742)  -0.006
N (-0.6858, 0.9873, -2.1460)  -0.007
C (-1.4485, 2.2081, -2.0330)  0.002
O (-2.5322, 2.4265, -2.4584)  -0.002
C (-0.5169, 3.0983, -1.2806)  -0.001
C (-0.4594, 4.4446, -1.5518)  -0.001
C (0.6455, 5.1602, -1.1003)  0.000
C (1.6293, 4.4713, -0.4214)  0.000
C (1.4646, 3.1143, -0.1594)  0.000
N (0.4095, 2.4153, -0.5589)  -0.019
C (1.5983, -2.0659, 0.0417)  -0.007
C (2.1542, -3.2509, 0.4796)  -0.001
C (1.4137, -4.0504, 1.3358)  -0.005
C (0.1379, -3.6326, 1.6819)  -0.001
C (-0.3370, -2.4175, 1.2186)  -0.007
N (0.3857, -1.6281, 0.4236)  -0.054
H (2.9608, -1.1384, -3.6591)  0.000
H (2.5566, -0.3177, -5.9182)  0.000
H (0.6679, 1.2007, -6.4575)  -0.001
H (-0.9498, 1.8866, -4.7273)  0.000
H (-1.2444, 4.9053, -2.1377)  0.000
H (0.7498, 6.2168, -1.3073)  0.000
H (2.5287, 4.9682, -0.0853)  0.000
H (2.2075, 2.5833, 0.3918)  0.000
H (3.1404, -3.5272, 0.1314)  0.000
H (1.8150, -4.9811, 1.7133)  0.000
H (-0.4933, -4.2407, 2.3148)  0.000
H (-1.3189, -2.0645, 1.4963)  0.000
C (-5.4545, -4.6799, -1.9065)  0.000
C (-4.7911, -3.6760, -1.0357)  0.000
C (-5.1859, -3.3531, 0.2392)  0.001
C (-4.4474, -2.4106, 0.9578)  0.000
N (-3.3569, -1.8205, 0.4381)  0.000
C (-2.9970, -2.1210, -0.7936)  -0.008
S (-1.6768, -1.3917, -1.6260)  -0.065
N (-3.7006, -3.0347, -1.5204)  -0.003
C (-4.8333, -2.0119, 2.3382)  0.000
H (-6.3839, -5.0240, -1.4627)  0.000
H (-4.7995, -5.5438, -2.0451)  0.000
H (-5.6651, -4.2670, -2.8947)  0.000
H (-6.0543, -3.8276, 0.6710)  0.000
H (-3.3953, -3.2257, -2.4685)  -0.001
H (-5.7261, -2.5291, 2.6781)  0.000
H (-5.0139, -0.9360, 2.3656)  0.000
H (-4.0148, -2.2176, 3.0304)  0.000
C (5.4742, 0.5787, 2.4614)  0.000
N (4.2106, -0.1060, 2.2950)  -0.001
C (4.2254, -1.5460, 2.2923)  0.000
C (3.1619, 0.5531, 1.5918)  -0.006
C (1.8045, 0.4978, 2.3096)  -0.044
C (1.9042, 0.5302, 3.7066)  -0.022
C (0.8161, 0.4073, 4.5422)  0.003
C (-0.4377, 0.2323, 3.9792)  -0.018
C (-0.5695, 0.2089, 2.6027)  -0.043
C (0.5244, 0.3922, 1.7573)  -0.336
H (6.0406, 0.1102, 3.2652)  0.000
H (5.3079, 1.6233, 2.7276)  0.000
H (6.1035, 0.5562, 1.5598)  0.000
H (4.8183, -1.9156, 3.1286)  0.000
H (4.6540, -1.9687, 1.3700)  0.000
H (3.2061, -1.9201, 2.4082)  0.000
H (3.0451, 0.1579, 0.5692)  0.000
H (3.4757, 1.5900, 1.5159)  0.000
H (2.8990, 0.6298, 4.1220)  -0.004
H (0.9490, 0.4118, 5.6155)  -0.001
H (-1.3153, 0.0925, 4.5971)  -0.002
H (-1.5611, 0.0294, 2.2185)  -0.004
C (-5.0576, 2.2726, 0.5004)  0.001
C (-3.7604, 2.4813, 1.2938)  0.001
C (-3.2947, 3.9475, 1.2016)  0.000
C (-3.9299, 2.0665, 2.7679)  0.000
C (-2.6975, 1.6532, 0.7306)  0.012
N (-1.8406, 1.0131, 0.3172)  -0.010
H (-5.8023, 2.9766, 0.8688)  0.000
H (-5.4458, 1.2627, 0.6352)  0.000
H (-4.9091, 2.4548, -0.5640)  0.000
H (-4.0495, 4.5740, 1.6752)  0.000
H (-3.1951, 4.2631, 0.1627)  0.000
H (-2.3480, 4.0975, 1.7221)  0.000
H (-4.7385, 2.6551, 3.1993)  0.000
H (-3.0206, 2.2554, 3.3389)  0.000
H (-4.1905, 1.0111, 2.8547)  0.000

Summary:
Spin multiplicity: 2
Frontier orbital gap (alpha / beta) in eV: 4.022 / 4.002
Charge: +3



(3)
Formula: C6H10O
Source: OMol25
Level of theory: ωB97M-V/def2-TZVPD

Each line ends with the natural charge from an NBO analysis.
Atoms and positions in Å:
C (-0.1445, -0.1173, 2.5558)  -0.701
C (-0.0391, 0.8519, 1.4065)  -0.262
C (1.1819, 0.5096, -0.7938)  -0.100
C (0.4619, 0.5917, -2.0976)  -0.207
C (-0.6921, -0.0625, -2.0470)  -0.227
C (-0.8761, -0.6929, -0.7002)  -0.094
O (0.2511, -0.1992, 0.0718)  -0.421
H (-0.4091, 0.5271, 3.4068)  0.229
H (0.8233, -0.5762, 2.8015)  0.201
H (-0.9083, -0.9164, 2.5100)  0.167
H (-1.0659, 1.1215, 1.0907)  0.102
H (2.1165, -0.0616, -0.8252)  0.198
H (1.3612, 1.4720, -0.3065)  0.253
H (0.8530, 1.1481, -2.9400)  0.227
H (-1.4166, -0.1529, -2.8472)  0.226
H (-1.7926, -0.3876, -0.1848)  0.209
H (-0.8484, -1.7900, -0.7370)  0.199

Summary:
Frontier orbital gap in eV: 7.919
Relative energy (zero: lowest compared OMol25 entry of this formula, charge and spin) in kJ/mol: 438.0